Record 1
A cluster of 2 separate species, C3H5NO2 in total in a non-equilibrium geometry. Source: the OMol25 dataset; level of theory: ωB97M-V with the def2-TZVPD basis set.

Each atom is followed by the atoms it is bonded to, with distances in Å.
CARTESIAN COORDINATES (ANGSTROEM)
1 O 0.15130 1.86602 -0.36049  C6 1.290, H7 1.028
2 O -0.35115 -0.57254 -1.13802  C5 1.453, H11 0.936
3 N 3.55730 -0.82287 -0.35027  C4 1.155
4 C 2.54761 -0.26160 -0.34784  N3 1.155
5 C -0.14157 -0.44357 0.29367  O2 1.453, C6 1.472, H8 1.008, H10 1.217
6 C 0.46491 0.89149 0.42500  O1 1.290, C5 1.472, H9 1.021
7 H -0.23989 1.29178 -1.11781  O1 1.028
8 H 0.35646 -1.19237 0.74813  C5 1.008
9 H 1.01776 1.13779 1.24670  C6 1.021
10 H -1.29920 -0.41146 0.66756  C5 1.217
11 H -0.24377 -1.47587 -1.35702  O2 0.936

Values from the calculation:
- HOMO-LUMO gap (eV) = 8.83
- multiplicity = 1
- LUMO (eV) = -0.9

---

Record 2
A cluster of 15 separate species, C26H70Br2O17 in total in a non-equilibrium geometry. Source: the OMol25 dataset; level of theory: ωB97M-V with the def2-TZVPD basis set.

Each atom is followed by the atoms it is bonded to, with distances in Å.
CARTESIAN COORDINATES (ANGSTROEM)
1 Br -2.68015 4.74709 1.97524  C24 1.947
2 Br -5.68148 3.16112 -1.11368  C39 1.932
3 O -0.72700 -6.30792 0.20910  C31 1.428, H91 0.962
4 O 0.90078 0.78671 3.59303  C22 1.423, H79 0.966
5 O 0.55966 4.98191 3.47597  C42 1.421, H109 0.964
6 O -0.39798 -7.63169 -2.42994  C38 1.426, H56 0.963
7 O 5.70806 1.77938 4.86512  C37 1.425, H60 0.961
8 O 3.33704 -5.73875 -4.98176  C21 1.424, H68 0.961
9 O -2.25795 8.94536 2.36350  C20 1.423, H75 0.961
10 O -3.06177 0.96926 -1.40444  C41 1.181
11 O -3.04860 2.81203 -0.14709  C39 1.424, C41 1.354
12 O -1.73223 -6.36834 -6.41890  C25 1.428, H107 0.961
13 O 3.18831 -0.08029 -2.10074  C26 1.427, H58 0.961
14 O -2.25707 2.80850 -2.26764  C29 1.433, C41 1.327
15 O -3.57508 -10.09862 -5.23538  C36 1.428, H81 0.961
16 O 1.63076 -1.81319 0.63295  C43 1.423, H90 0.961
17 O -3.61556 -2.44146 -1.76609  C40 1.423, H55 0.964
18 O 3.17052 0.57725 1.51212  C32 1.429, H112 0.962
19 O 0.64185 1.47026 6.83630  C28 1.424, H63 0.961
20 C -1.08605 9.51117 1.78836  O9 1.423, H57 1.093, H89 1.087, H104 1.094
21 C 2.74160 -5.61127 -6.26846  O8 1.424, H47 1.093, H77 1.087, H95 1.094
22 C 0.09066 -0.26121 4.11189  O4 1.423, H74 1.088, H76 1.095, H99 1.093
23 C -1.06375 4.62829 -1.03515  C27 1.380, C29 1.502, C34 1.399
24 C -4.21843 4.64066 0.78698  Br1 1.947, C39 1.526, C44 1.516, H97 1.083
25 C -1.95290 -7.61578 -7.07744  O12 1.428, H53 1.086, H105 1.093, H114 1.094
26 C 4.46043 0.46418 -2.45094  O13 1.427, H51 1.092, H65 1.092, H98 1.087
27 C -0.37886 3.75481 -0.21501  C23 1.380, C45 1.398, H111 1.082
28 C 0.25623 2.79430 6.48152  O19 1.424, H48 1.093, H86 1.087, H94 1.093
29 C -2.05593 4.21511 -2.08430  O14 1.433, C23 1.502, H85 1.085, H103 1.086
30 C 0.01937 6.45623 0.08645  C34 1.387, C35 1.394, H59 1.082
31 C -0.18568 -6.69614 1.47175  O3 1.428, H72 1.092, H87 1.093, H113 1.086
32 C 4.46247 0.64468 2.11994  O18 1.429, H62 1.084, H73 1.094, H101 1.094
33 C 1.15214 3.17262 1.65906  C45 1.498, H70 1.087, H71 1.084, H100 1.083
34 C -0.85704 6.00462 -0.88973  C23 1.399, C30 1.387, H49 1.081
35 C 0.68404 5.56707 0.92959  C30 1.394, C45 1.393, H50 1.081
36 C -2.99506 -10.40216 -3.96683  O15 1.428, H46 1.093, H96 1.086, H106 1.093
37 C 6.96956 1.19468 5.17640  O7 1.425, H64 1.087, H80 1.093, H92 1.093
38 C -0.47374 -6.73301 -3.53475  O6 1.426, H66 1.090, H82 1.095, H88 1.087
39 C -4.34713 3.20678 0.28240  Br2 1.932, O11 1.424, C24 1.526, H108 1.085
40 C -2.36870 -3.06533 -1.48189  O17 1.423, H54 1.094, H67 1.095, H110 1.088
41 C -2.85823 2.12783 -1.29948  O10 1.181, O11 1.354, O14 1.327
42 C 0.55030 6.40283 3.44965  O5 1.421, H78 1.094, H83 1.087, H102 1.095
43 C 1.41311 -3.04081 -0.05205  O16 1.423, H52 1.087, H61 1.093, H93 1.093
44 C -5.44898 5.15214 1.50988  C24 1.516, H69 1.085, H84 1.085, H115 1.084
45 C 0.49653 4.19461 0.78199  C27 1.398, C33 1.498, C35 1.393
46 H -2.85098 -9.49640 -3.37303  C36 1.093
47 H 3.02937 -6.45351 -6.90360  C21 1.093
48 H 1.07592 3.32368 5.98989  C28 1.093
49 H -1.36300 6.71674 -1.52722  C34 1.081
50 H 1.34643 5.92291 1.70567  C35 1.081
51 H 4.35498 1.47952 -2.83974  C26 1.092
52 H 1.24444 -3.82981 0.67632  C43 1.087
53 H -2.12410 -8.36774 -6.31268  C25 1.086
54 H -1.60610 -2.72466 -2.18856  C40 1.094
55 H -3.45282 -1.49692 -1.66447  O17 0.964
56 H -0.94841 -7.26990 -1.72676  O6 0.963
57 H -0.19264 8.95611 2.08674  C20 1.093
58 H 2.65332 -0.10144 -2.89854  O13 0.961
59 H 0.19463 7.51797 0.19928  C30 1.082
60 H 5.80181 2.73269 4.93985  O7 0.961
61 H 2.28936 -3.29544 -0.65426  C43 1.093
62 H 4.33974 0.96956 3.14629  C32 1.084
63 H 0.87160 1.01701 6.02040  O19 0.961
64 H 6.86087 0.11650 5.09293  C37 1.087
65 H 4.95592 -0.15781 -3.19934  C26 1.092
66 H -1.50003 -6.65082 -3.89364  C38 1.090
67 H -2.05326 -2.81908 -0.46273  C40 1.095
68 H 3.01021 -6.55811 -4.60018  O8 0.961
69 H -5.63274 4.54839 2.39197  C44 1.085
70 H 0.41363 2.75174 2.33596  C33 1.087
71 H 1.95700 3.57721 2.26130  C33 1.084
72 H -0.84055 -7.42436 1.95552  C31 1.092
73 H 4.94077 -0.33912 2.11073  C32 1.094
74 H -0.76374 0.19481 4.60823  C22 1.088
75 H -2.33714 8.04216 2.04509  O9 0.961
76 H 0.65271 -0.85357 4.84115  C22 1.095
77 H 3.09700 -4.68952 -6.72214  C21 1.087
78 H -0.44902 6.78620 3.22312  C42 1.094
79 H 1.65871 0.38815 3.14516  O4 0.966
80 H 7.74058 1.52861 4.47690  C37 1.093
81 H -4.43162 -9.69413 -5.07554  O15 0.961
82 H -0.10383 -5.74446 -3.24273  C38 1.095
83 H 0.84374 6.75344 4.43588  C42 1.087
84 H -5.25515 6.17778 1.80527  C44 1.085
85 H -3.00006 4.72462 -1.92434  C29 1.085
86 H -0.00471 3.31881 7.39765  C28 1.087
87 H -0.07216 -5.82019 2.11489  C31 1.093
88 H 0.14640 -7.12269 -4.33844  C38 1.087
89 H -1.00303 10.53194 2.15225  C20 1.087
90 H 1.77864 -1.13920 -0.03564  O16 0.961
91 H -1.58412 -5.90685 0.38152  O3 0.962
92 H 7.27532 1.44140 6.19594  C37 1.093
93 H 0.53364 -2.94342 -0.69428  C43 1.093
94 H -0.61235 2.78880 5.81759  C28 1.093
95 H 1.65152 -5.56759 -6.18618  C21 1.094
96 H -2.02581 -10.85748 -4.14976  C36 1.086
97 H -3.99126 5.26786 -0.06612  C24 1.083
98 H 5.07053 0.49016 -1.55156  C26 1.087
99 H -0.26569 -0.91488 3.31213  C22 1.093
100 H 1.48445 2.34232 1.04884  C33 1.083
101 H 5.09789 1.36324 1.59396  C32 1.094
102 H 1.26097 6.78635 2.71042  C42 1.095
103 H -1.69161 4.56678 -3.04531  C29 1.086
104 H -1.15271 9.53005 0.69671  C20 1.094
105 H -2.83340 -7.56152 -7.72255  C25 1.093
106 H -3.61887 -11.10657 -3.41052  C36 1.093
107 H -1.58243 -5.69981 -7.09212  O12 0.961
108 H -4.61841 2.56264 1.11228  C39 1.085
109 H 0.30263 4.67213 2.59967  O5 0.964
110 H -2.48150 -4.14384 -1.57477  C40 1.088
111 H -0.53632 2.69268 -0.34790  C27 1.082
112 H 3.29675 0.28847 0.60372  O18 0.962
113 H 0.78764 -7.14744 1.30273  C31 1.086
114 H -1.08141 -7.90098 -7.67350  C25 1.094
115 H -6.31439 5.17730 0.85709  C44 1.084

Values from the calculation:
- HOMO-LUMO gap (eV) = 9.46
- multiplicity = 1
- LUMO (eV) = 0.3

---

Record 3
The molecule CH4NO2P in a non-equilibrium geometry. Source: the OMol25 dataset; level of theory: ωB97M-V with the def2-TZVPD basis set.

Each atom is followed by the atoms it is bonded to, with distances in Å.
CARTESIAN COORDINATES (ANGSTROEM)
1 P 2.12347 0.00032 -0.10175  O2 1.563, H6 1.538, H8 1.443
2 O 0.75137 0.65746 -0.45885  P1 1.563, C5 1.691
3 O -0.58180 -1.44843 -0.51472  C5 1.181
4 N -1.46655 0.57262 0.21518  C5 1.297, H7 1.050, H9 0.981
5 C -0.61770 -0.30563 -0.22024  O2 1.691, O3 1.181, N4 1.297
6 H 1.77410 -0.02412 1.39593  P1 1.538
7 H -2.49400 0.39743 0.09129  N4 1.050
8 H 1.65117 -1.32532 -0.42288  P1 1.443
9 H -1.14005 1.47568 0.01605  N4 0.981

Values from the calculation:
- HOMO-LUMO gap (eV) = 9.43
- multiplicity = 1
- LUMO (eV) = 0.5